Model P:
C3H6O | ωB97M-V/def2-TZVPD

Each line ends with the Löwdin charge.
CARTESIAN COORDINATES (ANGSTROEM)
1 O -1.469 0.124 -0.258  -0.11
2 C -0.228 -0.161 0.505  -0.49
3 C 0.649 -0.740 -0.335  -0.08
4 C 0.542 0.850 -0.147  -0.10
5 H -2.105 -0.583 0.195  0.14
6 H -0.386 -0.337 1.497  0.12
7 H 0.171 -1.076 -1.234  0.11
8 H 1.642 -1.116 0.203  0.16
9 H 1.178 1.613 0.506  0.14
10 H 0.007 1.427 -0.931  0.10

Results
SMILES string: OC1CC1
Molar mass in g/mol: 58.08

Model Q:
C3H6O | ωB97M-V/def2-TZVPD

Each line ends with the Löwdin charge.
CARTESIAN COORDINATES (ANGSTROEM)
1 C -1.103 0.323 0.183  -0.17
2 C 0.084 -0.483 -0.352  -0.35
3 C 1.317 -0.157 0.235  -0.27
4 H -1.630 -0.261 1.210  0.12
5 H -0.572 1.529 0.693  0.18
6 H -1.950 0.451 -0.873  0.14
7 H 0.175 -0.237 -1.448  0.13
8 H -0.076 -1.598 -0.420  0.13
9 H 2.320 -0.535 -0.002  0.13
10 O 1.435 0.968 0.773  -0.03

Results
Molar mass in g/mol: 58.08

Model R:
C3H6O | ωB97M-V/def2-TZVPD

Each line ends with the Löwdin charge.
CARTESIAN COORDINATES (ANGSTROEM)
1 C 0.608 -1.378 0.564  -0.01
2 C -0.124 -0.282 0.484  -0.16
3 C 0.079 0.773 -0.589  -0.28
4 O -0.911 1.777 -0.600  -0.07
5 H 0.403 -2.170 1.267  0.05
6 H 1.432 -1.504 -0.127  0.06
7 H -0.993 -0.167 1.127  0.10
8 H 0.189 0.251 -1.546  0.12
9 H 1.031 1.260 -0.390  0.12
10 H -1.714 1.439 -0.189  0.08

Results
SMILES string: C=CCO
Molar mass in g/mol: 58.08

Which structure is the least stable? The one labeled model Q.

Model P:
C2H2N2O2S | ωB97M-V/def2-TZVPD

Each line ends with the Löwdin charge.
CARTESIAN COORDINATES (ANGSTROEM)
1 C 0.427 -0.707 1.435  -0.13
2 C 0.467 0.554 -0.318  -0.41
3 N 0.312 -1.357 2.358  0.04
4 N -0.024 -0.577 -1.031  -0.55
5 O 0.803 -1.368 -1.258  0.12
6 O -1.221 -0.658 -1.204  0.06
7 S -0.640 1.932 -0.153  0.82
8 H 1.519 0.962 -0.298  0.11
9 H -1.641 1.219 0.468  -0.06

Results
Molar mass in g/mol: 118.12

Model Q:
C2H2N2O2S | ωB97M-V/def2-TZVPD

Each line ends with the Löwdin charge.
CARTESIAN COORDINATES (ANGSTROEM)
1 C 2.910 -0.166 -0.813  0.04
2 N 2.593 0.789 -0.212  -0.64
3 S 1.972 1.635 0.995  0.57
4 H 3.377 -0.542 -1.672  0.06
5 O -4.142 -0.972 1.007  0.14
6 C -3.100 -0.595 0.619  -0.31
7 N -2.028 -0.068 0.679  0.06
8 O -0.965 0.344 -0.082  -0.02
9 H -0.615 -0.425 -0.520  0.09

Results
SMILES string: C#[N+][S-].O=C=NO
Molar mass in g/mol: 118.12

Which structure is the least stable? The one labeled model P.

Model P:
H7O3 | ωB97M-V/def2-TZVPD

Each line ends with the Löwdin charge.
CARTESIAN COORDINATES (ANGSTROEM)
1 O 2.291 0.176 -0.355  -0.01
2 H 3.174 -0.135 -0.115  0.10
3 H 2.465 0.939 -0.919  0.09
4 O -2.263 0.387 0.080  0.05
5 H -2.845 0.026 -0.593  0.11
6 H -2.818 0.775 0.766  0.12
7 O -0.008 -0.549 0.429  0.21
8 H -0.965 -0.144 0.279  0.07
9 H 0.121 -1.445 0.103  0.16
10 H 0.847 -0.029 0.326  0.10

Results
Molar mass in g/mol: 55.05
Net charge: +1

Model Q:
H7O3 | ωB97M-V/def2-TZVPD

Each line ends with the Löwdin charge.
CARTESIAN COORDINATES (ANGSTROEM)
1 O -1.516 0.003 -1.328  0.04
2 H -2.437 0.147 -1.586  0.12
3 H -1.125 0.532 -1.962  0.05
4 O 1.290 0.932 1.283  -0.02
5 H 1.056 1.909 0.977  0.17
6 H 1.285 1.073 2.185  0.03
7 O 0.270 -1.283 0.151  0.12
8 H 0.851 -0.509 0.635  0.14
9 H -0.572 -0.762 -0.334  0.17
10 H 0.899 -2.042 -0.021  0.19

Results
Molar mass in g/mol: 55.05
Net charge: +1

Which structure is the least stable? The one labeled model Q.

Model P:
C4H9N2O | ωB97M-V/def2-TZVPD

Each line ends with the Löwdin charge.
CARTESIAN COORDINATES (ANGSTROEM)
1 C 0.875 0.549 -2.136  -0.36
2 C -0.694 -1.615 0.511  0.12
3 C -0.443 -0.396 0.963  -0.34
4 C 0.722 0.184 1.649  -0.04
5 N 1.734 -0.063 -2.663  0.25
6 N -1.370 0.670 0.430  0.19
7 O 0.122 1.294 -1.647  0.12
8 H 0.035 -2.346 0.661  0.07
9 H -1.610 -1.928 -0.012  0.10
10 H 1.229 1.114 1.185  0.13
11 H 1.658 -0.445 1.526  0.13
12 H 0.450 0.425 2.611  0.06
13 H 1.911 -0.261 -3.630  0.12
14 H -1.075 0.895 -0.545  0.09
15 H -1.282 1.621 0.938  0.22
16 H -2.262 0.300 0.158  0.15

Results
Molar mass in g/mol: 101.13
Net charge: +1

Model Q:
C4H9N2O | ωB97M-V/def2-TZVPD

Each line ends with the Löwdin charge.
CARTESIAN COORDINATES (ANGSTROEM)
1 C 0.505 -0.550 -1.583  0.00
2 C -0.214 0.023 -0.409  -0.28
3 C -1.380 0.870 -0.597  0.11
4 N -1.720 1.377 0.554  0.14
5 C -0.925 0.591 1.520  -0.09
6 N 0.255 0.073 0.791  0.18
7 H -0.073 -0.400 -2.499  0.09
8 H 1.450 -0.034 -1.768  0.11
9 H 0.691 -1.619 -1.496  0.10
10 H -1.699 1.209 -1.573  0.17
11 H -1.676 2.388 0.680  0.20
12 H -1.580 -0.256 1.748  0.16
13 H 2.966 -1.992 1.049  0.05
14 H -0.640 1.097 2.439  0.15
15 H 1.722 -1.052 0.748  -0.03
16 O 2.318 -1.726 0.395  -0.06

Results
Molar mass in g/mol: 101.13
Net charge: +1

Which structure is the least stable? The one labeled model Q.

Model P:
C4H9N2O | ωB97M-V/def2-TZVPD

Each line ends with the Löwdin charge.
CARTESIAN COORDINATES (ANGSTROEM)
1 C 0.524 -1.864 0.254  0.11
2 C -1.387 -0.338 0.195  -0.03
3 C -2.552 0.387 -0.198  -0.02
4 C 2.117 0.818 -0.534  0.00
5 N -0.592 -1.202 0.193  0.09
6 N 0.394 1.192 0.968  0.12
7 O 1.423 0.401 0.715  -0.24
8 H 0.910 -2.322 -0.659  0.12
9 H 0.816 -2.355 1.085  0.07
10 H -3.472 -0.272 -0.466  0.14
11 H -2.239 0.699 -1.249  0.14
12 H -2.878 1.299 0.362  0.12
13 H 1.893 1.840 -0.843  0.09
14 H 1.747 0.090 -1.300  0.09
15 H 3.257 0.631 -0.379  0.14
16 H 0.039 0.996 1.856  0.06

Results
Molar mass in g/mol: 101.13
Net charge: +1

Model Q:
C4H9N2O | ωB97M-V/def2-TZVPD

Each line ends with the Löwdin charge.
CARTESIAN COORDINATES (ANGSTROEM)
1 C -1.219 0.075 -0.090  -0.12
2 C -1.082 -1.451 -0.279  -0.11
3 C 0.116 0.418 -0.404  -0.29
4 C 0.891 1.281 0.565  -0.39
5 N 0.236 -1.770 0.184  0.11
6 N 0.959 -0.836 -0.192  0.23
7 O 2.102 1.128 0.262  -0.07
8 H -2.036 0.350 -0.796  0.16
9 H -1.403 0.320 0.929  0.12
10 H -2.031 -1.943 0.068  0.15
11 H -0.964 -1.581 -1.450  0.18
12 H 0.150 0.966 -1.302  0.16
13 H 0.715 1.025 1.675  0.17
14 H 0.477 2.247 0.129  0.16
15 H 2.509 2.238 -0.151  0.32
16 H 0.580 -2.468 0.852  0.21

Results
Molar mass in g/mol: 101.13
Net charge: +1

Which structure is the least stable? The one labeled model P.

Model P:
C4H9N2O | ωB97M-V/def2-TZVPD

Each line ends with the Löwdin charge.
CARTESIAN COORDINATES (ANGSTROEM)
1 C -0.932 2.183 -0.839  0.03
2 N -1.202 0.774 -0.371  0.00
3 C -0.148 -0.144 -0.942  -0.04
4 C 0.828 -1.031 -0.394  -0.06
5 N 1.325 -1.610 0.731  0.05
6 C 0.995 -1.732 2.146  -0.24
7 O -0.073 -1.417 2.589  0.09
8 H -1.404 2.191 -1.863  0.14
9 H -1.512 2.756 -0.150  0.10
10 H 0.064 2.388 -0.788  0.07
11 H -2.196 0.478 -0.667  0.22
12 H -1.257 0.573 0.614  0.16
13 H 0.066 0.044 -1.955  0.09
14 H 1.326 -1.318 -1.244  0.09
15 H 2.124 -2.240 0.558  0.15
16 H 1.997 -1.895 2.577  0.15

Results
SMILES string: C[NH2+]/C=C\NC=O
Molar mass in g/mol: 101.13
Net charge: +1

Model Q:
C4H9N2O | ωB97M-V/def2-TZVPD

Each line ends with the Löwdin charge.
CARTESIAN COORDINATES (ANGSTROEM)
1 C -2.070 -0.302 -0.325  0.01
2 C -0.615 -0.503 -0.130  -0.26
3 C 0.316 -1.073 -0.941  0.00
4 N 1.479 -1.127 -0.225  0.12
5 C 1.307 -0.611 0.977  -0.06
6 N 0.012 -0.334 1.093  0.14
7 H -2.537 0.117 0.559  0.09
8 H -2.539 -1.207 -0.681  0.10
9 H -2.267 0.483 -1.064  0.10
10 H 0.212 -1.199 -2.001  0.15
11 H 2.374 -1.391 -0.611  0.18
12 H 2.088 -0.489 1.702  0.16
13 H -0.285 0.364 1.760  0.18
14 H 0.258 2.823 0.310  0.07
15 H 1.549 2.403 -0.388  0.07
16 O 0.718 2.045 -0.035  -0.04

Results
Molar mass in g/mol: 101.13
Net charge: +1

Model R:
C4H9N2O | ωB97M-V/def2-TZVPD

Each line ends with the Löwdin charge.
CARTESIAN COORDINATES (ANGSTROEM)
1 C -2.326 0.426 1.935  0.08
2 C -0.485 0.203 -1.994  0.02
3 C 1.301 -0.591 1.206  0.02
4 C -0.007 -0.450 -0.723  -0.13
5 N -1.541 0.156 1.143  0.10
6 N 1.016 -0.122 -0.129  -0.16
7 O 1.832 0.948 -0.484  0.14
8 H -3.019 0.686 2.631  0.06
9 H 1.687 1.230 -1.338  0.08
10 H -1.334 -0.450 -2.319  0.12
11 H 0.184 0.296 -2.833  0.10
12 H -0.822 1.083 -1.526  0.08
13 H 0.566 -0.229 2.004  0.11
14 H 2.345 -0.272 1.409  0.13
15 H 1.216 -1.663 1.236  0.10
16 H -0.611 -1.252 -0.220  0.15

Results
Molar mass in g/mol: 101.13
Net charge: +1

Which structure is the least stable? The one labeled model R.